This record from OMol25 describes 2 unconnected molecules or ions with the total composition CH2N2O3Si in a non-equilibrium geometry. The level of theory is ωB97M-V with the def2-TZVPD basis set.

Cartesian coordinates (Å):
H1 -0.910 1.365 -1.846
H2 2.455 -1.096 1.513
Si1 -1.386 1.029 -0.519
O1 -2.291 2.010 0.167
O2 -0.100 -0.985 0.746
N1 2.523 -0.532 0.606
O3 -1.995 -1.289 -0.399
C1 2.725 0.141 -0.306
N2 -1.022 -0.645 0.038

* strongest force on any atom: 4.09 eV/Å
* ΔE to the lowest compared entry with this formula, charge and spin: 3.416 eV
* LUMO level: -1.19 eV
* Kohn-Sham gap: 10.119 eV

***

This record from OMol25 describes CH2N2O4 in the gas phase in a non-equilibrium geometry. The level of theory is ωB97M-V with the def2-TZVPD basis set.

Cartesian coordinates (Å):
O1 2.505 0.064 -0.187
O2 0.113 -1.748 0.062
H1 -2.203 -0.796 0.202
O3 1.762 1.257 -0.007
N1 -0.843 0.379 -0.008
N2 1.331 0.102 0.604
H2 -0.675 1.230 -0.541
O4 -2.161 0.078 -0.183
C1 0.172 -0.566 0.058

* SMILES: O=C(NO)n1oo1
* strongest force on any atom: 2.15 eV/Å
* ΔE to the lowest compared entry with this formula, charge and spin: 5.240 eV
* LUMO level: 0.64 eV
* Kohn-Sham gap: 10.810 eV

***

This record from OMol25 describes 2 unconnected molecules or ions with the total composition CH2N2OS in a non-equilibrium geometry. The level of theory is ωB97M-V with the def2-TZVPD basis set.

Cartesian coordinates (Å):
N1 -0.086 2.061 -0.909
S1 0.190 0.597 -1.198
H1 0.514 2.537 -0.153
H2 0.453 -1.348 1.148
O1 1.045 -0.163 -0.336
C1 -1.557 -1.988 0.459
N2 -0.559 -1.697 0.990

* strongest force on any atom: 3.04 eV/Å
* ΔE to the lowest compared entry with this formula, charge and spin: 0.563 eV
* LUMO level: -0.90 eV
* Kohn-Sham gap: 10.534 eV

***

This record from OMol25 describes CH2N2OS2 in the gas phase in a non-equilibrium geometry. The level of theory is ωB97M-V with the def2-TZVPD basis set.

Cartesian coordinates (Å):
N1 -0.305 -1.220 -0.816
C1 -0.255 1.458 0.135
N2 -2.971 -0.648 -0.570
S1 0.045 -0.199 0.475
S2 -2.066 -1.350 -1.434
H1 0.383 -1.968 -0.872
H2 0.368 1.984 0.744
O1 1.207 -0.749 1.171

* strongest force on any atom: 5.82 eV/Å
* ΔE to the lowest compared entry with this formula, charge and spin: 5.924 eV
* LUMO level (alpha / beta): -1.41 / -1.41 eV
* Kohn-Sham gap (alpha / beta): 7.924 / 7.924 eV

***

This record from OMol25 describes CH2N2OS2 in the gas phase in a non-equilibrium geometry. The level of theory is ωB97M-V with the def2-TZVPD basis set.

Cartesian coordinates (Å):
N1 1.137 -0.467 0.026
H1 1.178 0.513 0.331
O1 -0.566 2.560 -0.122
S1 -1.625 0.231 -0.307
N2 -1.523 1.843 -0.197
H2 1.839 -0.973 0.433
C1 -0.009 -1.076 -0.005
S2 -0.432 -2.630 -0.159

* ⟨S²⟩: 2.018
* strongest force on any atom: 3.75 eV/Å
* ΔE to the lowest compared entry with this formula, charge and spin: 1.442 eV
* multiplicity: 3
* LUMO level (alpha / beta): 0.07 / -1.89 eV
* Kohn-Sham gap (alpha / beta): 7.627 / 7.584 eV

***

This record from OMol25 describes a molecular structure, CH2N2P2 in a non-equilibrium geometry. The level of theory is ωB97M-V with the def2-TZVPD basis set.

Cartesian coordinates (Å):
P1 -2.086 0.095 -0.305
C1 0.526 0.899 0.280
P2 0.403 -1.177 0.344
N1 -1.102 -1.097 -0.229
H1 1.521 1.103 0.501
H2 1.141 -1.426 -0.734
N2 -0.403 1.601 0.143

* strongest force on any atom: 5.68 eV/Å
* ΔE to the lowest compared entry with this formula, charge and spin: 2.399 eV
* LUMO level: -0.96 eV
* Kohn-Sham gap: 7.273 eV